Entry one
# C37H45As3Cl2CsN6O2S2

C37H45As3Cl2CsN6O2S2 as an isolated structure (wB97M-V/def2-TZVPD, the Open Molecules 2025 dataset).

The geometry in XYZ format:
```
98
Properties=species:S:1:pos:R:3:mulliken_charge:R:1
Cs -0.90231 0.30058 1.99710 1.210
Cl 4.73000 2.77099 6.42316 -0.275
C 3.38520 2.85811 5.29003 0.328
C 3.38396 1.92321 4.30057 -1.113
C 2.38818 1.91412 3.27270 -0.417
N 2.08948 0.83090 2.37360 0.345
C 3.13665 0.09953 1.99607 -0.065
O 4.30653 0.29302 2.14921 -0.758
C 2.84312 -1.29563 1.35157 0.441
C 3.98317 -2.09721 1.32402 -0.726
C 3.83379 -3.39098 0.78142 -0.575
C 2.58615 -3.74915 0.20826 -0.477
C 1.62091 -2.77807 0.17835 -0.323
N 1.66322 -1.60998 0.77725 0.144
C 1.34822 2.89206 3.47371 -0.052
C 1.33588 3.76467 4.57489 -0.220
C 2.37060 3.75970 5.46744 -0.025
Cl 2.46602 5.07987 6.68256 -0.269
N 0.21484 2.96770 2.63218 0.012
C 0.22773 4.05281 1.88130 -0.042
O 1.04208 4.94955 1.68100 -0.831
C -1.08019 4.11665 1.05341 0.278
C -1.12038 5.08783 0.02554 -0.531
C -2.25908 5.13714 -0.76025 -0.207
C -3.32696 4.31245 -0.50703 -0.746
C -3.16885 3.36667 0.50593 -0.003
N -2.11568 3.28400 1.30929 -0.363
H 4.16813 1.21137 4.28726 0.572
H 4.90926 -1.71083 1.69344 0.554
H 4.68602 -4.03302 0.86128 0.430
H 2.44808 -4.67740 -0.33214 0.392
H 0.70093 -3.12892 -0.31689 0.411
H 0.47094 4.36844 4.71463 0.510
H -0.29322 5.75273 -0.09212 0.516
H -2.28386 5.92410 -1.53084 0.358
H -4.17811 4.21227 -1.23133 0.287
H -3.83231 2.55172 0.73205 0.374
C 2.39573 2.68659 -4.30648 -1.227
As 0.80554 2.18301 -3.27002 0.367
C 1.59653 2.21572 -1.43931 -0.821
C 0.99731 0.25973 -3.58008 -1.978
C 0.08591 -0.46892 -4.54043 2.984
C 0.33336 -0.00660 -5.96217 -2.895
C -1.45203 -0.23643 -4.32434 -2.137
As -2.26243 -0.73665 -2.57615 0.496
C -4.07657 0.12224 -2.92699 -1.231
C -2.80025 -2.73137 -2.95881 -1.107
C 0.32247 -1.96826 -4.52745 -1.021
As 2.19532 -2.57938 -4.69501 0.176
C 2.64259 -2.37287 -2.82003 -0.700
C 1.69763 -4.47941 -4.56751 -1.077
H 2.13911 2.16018 -5.17921 0.332
H 3.32616 2.30409 -3.95099 0.369
H 2.57118 3.76842 -4.63153 0.337
H 2.20213 1.30207 -1.38530 0.335
H 0.93686 2.31853 -0.56626 -0.005
H 2.29080 3.11378 -1.41154 0.426
H 1.02023 -0.29535 -2.59840 0.358
H 1.97498 0.04273 -3.96670 0.819
H 0.10148 1.01588 -6.10861 0.579
H -0.28512 -0.55013 -6.62901 0.542
H 1.28543 -0.10723 -6.25064 0.638
H -1.93675 -0.66435 -5.17594 0.722
H -1.71864 0.85073 -4.39962 0.557
H -4.31947 0.00093 -3.94822 0.424
H -4.04162 1.17021 -2.58298 0.298
H -4.87039 -0.28503 -2.33630 0.400
H -3.05848 -2.82223 -3.98702 0.309
H -3.55142 -3.01693 -2.24747 0.431
H -1.85203 -3.19851 -2.72109 0.251
H -0.31325 -2.41977 -5.29726 0.658
H 0.06558 -2.29191 -3.49910 -0.202
H 2.95205 -1.38116 -2.45190 0.316
H 3.53131 -3.03223 -2.65883 0.463
H 1.89514 -2.80107 -2.15982 -0.118
H 0.99242 -4.69065 -5.34883 0.378
H 1.30888 -4.82371 -3.56900 0.261
H 2.55740 -5.23560 -4.77913 0.337
C 1.05992 -0.47304 5.31559 -0.876
C -0.27214 -1.12725 5.59481 0.512
N -1.21291 -1.29815 4.71878 -0.131
C -2.33196 -1.80256 5.28920 0.053
C -2.38786 -2.06337 6.58541 -0.527
S -0.85001 -1.49674 7.17121 -0.254
C -3.47151 -2.15133 4.32592 0.063
C -4.29176 -3.23042 4.34248 -0.488
S -5.07189 -3.35501 2.85756 -0.287
C -4.40561 -1.91059 2.34137 0.469
N -3.58976 -1.34386 3.20215 -0.292
C -4.75582 -1.17889 1.06951 -0.289
H 1.88736 -1.00424 5.60962 0.588
H 1.06869 0.48709 5.81613 0.327
H 1.09256 -0.26018 4.24746 -0.229
H -3.17353 -2.47432 7.24402 0.400
H -4.35201 -3.93557 5.17838 0.408
H -5.84417 -1.17549 0.75493 0.362
H -4.22073 -1.59321 0.20790 0.070
H -4.34007 -0.24294 1.23435 -0.065
```

Calculated values
Gap between HOMO and LUMO, eV: 5.48
Total charge: -1



Entry two
# C37H45As3Cl2CsN6O2S2

C37H45As3Cl2CsN6O2S2 as an isolated structure (wB97M-V/def2-TZVPD, the Open Molecules 2025 dataset).

The geometry in XYZ format:
```
98
Properties=species:S:1:pos:R:3:mulliken_charge:R:1
Cs 1.39017 -1.34806 0.27416 1.200
Cl 4.51521 -4.64385 -6.17359 -0.267
C 4.08537 -3.43919 -5.03186 0.296
C 2.85497 -3.40895 -4.38255 -0.451
C 2.58295 -2.52021 -3.32832 -0.348
N 1.36065 -2.63984 -2.65058 -0.508
C 0.34778 -1.77265 -2.72100 -0.734
O -0.76110 -1.98449 -2.13233 -0.675
C 0.43508 -0.43375 -3.47528 0.932
C 1.04496 -0.25304 -4.73972 -0.839
C 1.21331 1.00508 -5.20491 -0.328
C 0.67391 2.07704 -4.46187 -0.916
C 0.00649 1.82509 -3.31511 -0.225
N -0.05147 0.59500 -2.80531 0.194
C 3.54007 -1.53617 -2.99109 -0.321
C 4.74615 -1.58966 -3.69753 -0.280
C 5.03891 -2.51920 -4.64664 0.216
Cl 6.71554 -2.49917 -5.09835 -0.270
N 3.26385 -0.57487 -2.05695 0.694
C 3.58457 0.69563 -2.23098 -0.306
O 4.01097 1.31233 -3.22960 -0.766
C 3.42154 1.57955 -0.96326 0.284
C 2.97750 2.90515 -1.09232 -0.613
C 2.91355 3.77550 0.01081 -0.541
C 3.11722 3.22804 1.26125 -0.669
C 3.53594 1.88097 1.33619 -0.390
N 3.68957 1.02295 0.23331 -0.100
H 2.07924 -4.04031 -4.82316 0.407
H 1.30863 -1.11114 -5.27943 0.650
H 1.72734 1.22734 -6.09421 0.472
H 0.85341 3.05279 -4.87101 0.373
H -0.46982 2.55239 -2.67083 0.384
H 5.54082 -0.88976 -3.48515 0.466
H 2.77531 3.35159 -2.06698 0.426
H 2.55848 4.77687 -0.16025 0.393
H 2.97680 3.80350 2.15777 0.443
H 3.74314 1.38509 2.23342 0.543
C -0.50415 2.93145 3.97471 -1.286
As -0.50706 1.37418 2.83552 0.703
C -0.37452 2.15327 0.98442 0.383
C -2.38971 0.70506 2.93128 -2.718
C -3.71674 1.23252 2.34098 2.805
C -4.83645 0.34136 2.87430 -2.081
C -3.65101 1.11384 0.73591 -1.342
As -2.69866 -0.42165 0.02220 1.248
C -3.18412 0.00696 -1.85258 -0.941
C -4.10013 -1.87162 0.29312 -1.435
C -3.81824 2.72561 2.73970 -1.553
As -5.56965 3.40956 2.14213 0.204
C -4.98332 4.37398 0.55400 -1.020
C -5.72611 5.06005 3.24538 -1.255
H -0.86789 3.84912 3.51620 0.309
H 0.51362 3.01723 4.30989 0.449
H -1.13927 2.64275 4.86215 0.367
H -0.92529 3.09777 0.94893 0.418
H -0.70870 1.45267 0.21625 -0.537
H 0.67005 2.37755 0.73923 -0.386
H -2.48060 0.58045 3.99973 0.686
H -2.25559 -0.36480 2.75399 0.213
H -4.58544 -0.75092 2.85413 0.223
H -5.74491 0.55257 2.31632 0.501
H -5.05653 0.58865 3.89501 0.543
H -3.07565 1.99972 0.41591 0.100
H -4.72936 1.23529 0.46346 0.651
H -4.18998 -0.36842 -2.03934 0.497
H -2.41954 -0.45932 -2.48871 0.140
H -3.17522 1.13104 -1.87146 0.236
H -5.11270 -1.49173 0.01104 0.405
H -4.16127 -2.30325 1.30693 0.244
H -3.80030 -2.65950 -0.44090 0.409
H -2.95280 3.25023 2.30318 0.324
H -3.68545 2.85849 3.78153 0.740
H -4.03124 3.91138 0.19471 0.249
H -4.77474 5.50501 0.69590 0.323
H -5.81146 4.36379 -0.11601 0.395
H -6.00629 5.03801 4.30843 0.359
H -6.39119 5.70286 2.67788 0.387
H -4.75644 5.61455 3.24440 0.355
C -1.27465 -2.92347 2.79511 0.018
C -0.23830 -3.96013 2.60184 0.064
N 0.86737 -3.72789 2.04694 0.005
C 1.73087 -4.81542 2.05120 -0.371
C 1.20402 -5.91496 2.62488 -0.421
S -0.38391 -5.67122 3.19646 -0.232
C 3.01716 -4.68058 1.37271 0.307
C 3.72953 -5.65546 0.84731 -0.554
S 5.07788 -4.99141 0.06091 -0.238
C 4.63448 -3.45084 0.53136 0.531
N 3.53475 -3.44640 1.23875 -0.284
C 5.39976 -2.16891 0.21905 -0.669
H -2.24161 -3.27439 3.23041 0.371
H -1.54092 -2.47358 1.83230 -0.324
H -0.88049 -2.11066 3.43988 0.231
H 1.58683 -6.96126 2.61604 0.349
H 3.46291 -6.69023 0.64605 0.386
H 4.88651 -1.66616 -0.63101 0.125
H 6.46488 -2.33792 -0.09105 0.385
H 5.32994 -1.43243 1.06434 0.188
```

Calculated values
Gap between HOMO and LUMO, eV: 5.73
Total charge: -1



Result of the stability comparison: entry two is the most stable of them.



Entry one
# C4H9F

A 2-piece molecular cluster, C4H9F overall (wB97M-V/def2-TZVPD, the Open Molecules 2025 dataset).

The geometry in XYZ format:
```
14
Properties=species:S:1:pos:R:3:nbo_charge:R:1
C 1.30751 -0.97484 1.28289 -0.676
C 0.72417 -0.60769 -0.07390 -0.330
C -0.29321 0.60291 -0.18214 0.127
C -0.34748 0.82185 -1.48186 -0.626
H 2.06878 -1.91496 1.10554 0.241
H 1.90621 -0.19282 1.84338 0.213
H 0.41486 -0.79065 1.97839 0.248
H 1.50688 -0.46950 -1.12215 0.151
H 0.14253 -1.42468 -0.49477 0.203
H 0.11963 1.30561 0.57821 0.168
H -0.60379 1.85405 -1.77872 0.225
H 0.97319 0.35761 -1.85351 0.199
H -1.15465 0.02222 -1.59860 0.245
F -1.52439 0.24441 0.45247 -0.388
```

Calculated values
Gap between HOMO and LUMO, eV: 10.64
Total charge: 0



Entry two
# C4H9F

One molecule with the formula C4H9F (wB97M-V/def2-TZVPD, the Open Molecules 2025 dataset).

The geometry in XYZ format:
```
14
Properties=species:S:1:pos:R:3:nbo_charge:R:1
C -0.50804 -1.19674 0.55356 -0.662
C 0.37297 -0.05485 0.11329 0.339
C 0.64427 -0.09106 -1.41577 -0.654
C -0.41889 1.26214 0.64987 -0.642
F 1.58758 -0.09578 0.87754 -0.389
H -1.38616 -1.47933 -0.32300 0.232
H -0.01037 -2.22441 1.03863 0.245
H -0.96457 -0.66546 1.62670 0.209
H 1.52283 -0.73059 -1.75678 0.235
H -0.24935 -0.12245 -1.90988 0.216
H 1.02149 0.85091 -1.71317 0.211
H -1.51382 1.27698 0.35137 0.221
H -0.22196 1.19261 1.75127 0.229
H 0.12402 2.07802 0.15637 0.211
```

Calculated values
Gap between HOMO and LUMO, eV: 11.75
Structure (SMILES): CC(C)(C)F
Total charge: 0



Result of the stability comparison: entry two is the most stable of them.



Entry one
# H6O3Tl

H6O3Tl as an isolated structure (wB97M-V/def2-TZVPD, the Open Molecules 2025 dataset).

The geometry in XYZ format:
```
10
Properties=species:S:1:pos:R:3:nbo_charge:R:1
Tl -12.15402 -17.46235 -6.34530 1.000
O -15.42015 -21.92827 -7.14850 -0.388
H -15.47946 -22.18476 -8.06879 0.522
H -16.19563 -22.31436 -6.74130 0.523
O -13.48834 -12.89631 -3.57937 -0.365
H -14.28460 -12.86654 -3.04898 0.521
H -12.81405 -12.50788 -3.02198 0.521
O -10.58680 -21.76841 -3.06631 -0.378
H -10.15807 -21.89214 -2.21949 0.526
H -10.80060 -22.65440 -3.35879 0.518
```

Calculated values
Gap between HOMO and LUMO, eV: 1.49
Total charge: +3



Entry two
# H6O3Tl

H6O3Tl as an isolated structure (wB97M-V/def2-TZVPD, the Open Molecules 2025 dataset).

The geometry in XYZ format:
```
10
Properties=species:S:1:pos:R:3:mulliken_charge:R:1
Tl 24.74616 -2.79256 3.24877 1.837
O 23.79753 -4.58679 3.70262 -0.442
H 23.02293 -4.41864 4.23923 0.444
H 23.58819 -5.38864 3.22362 0.449
O 25.75274 -0.97523 2.95226 -0.460
H 25.67694 -0.24116 3.56187 0.429
H 26.60079 -0.84756 2.52714 0.446
O 26.54253 -2.90831 2.29088 -0.576
H 27.46503 -2.66861 2.37908 0.437
H 26.48850 -3.34611 1.44138 0.434
```

Calculated values
Gap between HOMO and LUMO, eV: 9.73
Total charge: +3



Result of the stability comparison: entry two is the most stable of them.



Entry one
# C5H8N2

One molecule with the formula C5H8N2 (wB97M-V/def2-TZVPD, the Open Molecules 2025 dataset).

The geometry in XYZ format:
```
15
Properties=species:S:1:pos:R:3:nbo_charge:R:1
C 1.29030 -0.19146 0.27345 0.209
C -1.42680 1.76575 -0.88135 -0.222
C -0.05038 0.39613 0.50307 0.257
C 2.02039 -0.98888 -0.64782 -0.665
C -1.18105 -0.49569 1.06889 -0.667
N 1.15555 0.35714 1.38609 -0.284
N -0.35751 1.61250 -0.27507 -0.378
H -1.53590 2.63144 -1.55605 0.183
H -2.20891 1.05889 -0.97713 0.160
H 1.51038 -1.06513 -1.56217 0.246
H 2.04254 -1.95625 -0.24494 0.239
H 3.00447 -0.62952 -0.82198 0.232
H -1.62982 -1.15473 0.31010 0.224
H -1.94724 -0.10192 1.73255 0.237
H -0.68602 -1.23826 1.69237 0.228
```

Calculated values
Gap between HOMO and LUMO (spin up / spin down), eV: 5.21 / 6.48
Spin multiplicity: 3
Total charge: 0



Entry two
# C5H8N2

One molecule with the formula C5H8N2 (wB97M-V/def2-TZVPD, the Open Molecules 2025 dataset).

The geometry in XYZ format:
```
15
Properties=species:S:1:pos:R:3:nbo_charge:R:1
C -1.51215 -1.18234 -0.15186 -0.203
C -0.46627 -1.18205 -0.80865 -0.038
C -0.25333 1.17215 -0.73409 -0.230
C 0.58526 -0.13234 -0.65311 -0.293
C 1.43740 -0.69922 0.54214 -0.629
N -1.46712 1.05741 1.35398 -0.399
N -1.35488 1.60542 0.27072 -0.130
H -2.40007 -1.43966 0.26462 0.220
H 0.45059 2.02687 -0.68617 0.202
H -0.67765 1.12887 -1.68273 0.213
H 1.30005 -0.06629 -1.46089 0.230
H 2.50574 -0.63073 0.12677 0.214
H 1.28941 -1.75696 0.70638 0.236
H 1.54678 -0.03229 1.46940 0.233
H -0.98375 0.13115 1.44347 0.373
```

Calculated values
Gap between HOMO and LUMO (spin up / spin down), eV: 7.18 / 8.87
Spin multiplicity: 3
Total charge: 0



Result of the stability comparison: entry one is the most stable of them.